No. 1
67
Properties=species:S:1:pos:R:3 method="wB97M-V/def2-TZVPD" total_energy_ev=-115499.733 de_lowest_kcal_mol=22.0 spin_multiplicity=1 charge=+3
Ce -0.9022 -0.1075 -0.6817
N -4.0353 -2.4549 -3.6181
C -2.8896 -2.5975 -2.6548
C -3.3425 -3.4036 -1.4403
C -2.1916 -3.6515 -0.4480
N -1.8396 -2.4086 0.2759
C -0.9648 -4.2347 -1.1530
C -0.5286 -3.4791 -2.4108
N 0.0974 -2.1842 -2.0584
C -1.7171 -3.2676 -3.3649
H -4.8207 -1.9499 -3.1851
H -4.3809 -3.3786 -3.9203
H -3.7380 -1.9413 -4.4592
H -2.5943 -1.5742 -2.3318
H -3.7059 -4.3803 -1.7634
H -4.1507 -2.8835 -0.9230
H -2.5451 -4.4032 0.2714
H -1.0220 -2.6358 0.8579
H -2.5989 -2.2134 0.9374
H -1.1887 -5.2645 -1.4323
H -0.1263 -4.2714 -0.4534
H 0.2007 -4.1148 -2.9314
H 0.6248 -1.8617 -2.8775
H 0.8182 -2.3995 -1.3489
H -2.0178 -4.2466 -3.7415
H -1.3883 -2.6564 -4.2073
Cl -1.0232 1.6186 -3.2993
C -2.2332 2.2162 -2.1805
C -2.7249 1.2168 -1.3315
C -3.3872 1.7319 -0.2106
Cl -3.5912 0.5582 1.0654
C -3.7212 3.0661 -0.0166
Cl -4.5245 3.5867 1.4052
C -3.3240 3.9898 -0.9963
Cl -3.7179 5.6404 -0.8142
C -2.5228 3.5707 -2.0719
Cl -1.8654 4.7154 -3.1695
O 2.1655 -2.5934 0.6261
C 2.0301 -1.4198 0.9073
N 2.7843 -0.6098 1.6740
C 2.3520 0.7823 1.5876
C 1.1203 0.6053 0.7237
O 0.2877 1.4630 0.3453
N 0.9476 -0.6803 0.4177
C 1.8746 1.3854 2.9074
C 1.7058 0.6080 4.0433
C 1.3351 1.2067 5.2373
C 1.1141 2.5729 5.2943
C 1.2381 3.3404 4.1467
C 1.6182 2.7512 2.9543
C 3.4921 1.6134 1.0212
C 4.6443 1.7031 1.7969
C 5.7521 2.3779 1.3184
C 5.7053 2.9843 0.0734
C 4.5537 2.9124 -0.6901
C 3.4463 2.2194 -0.2242
H 3.7046 -0.8679 1.9943
H 1.8866 -0.4569 4.0015
H 1.2380 0.6040 6.1274
H 0.8461 3.0374 6.2306
H 1.0591 4.4044 4.1864
H 1.7344 3.3499 2.0622
H 4.6657 1.2516 2.7789
H 6.6475 2.4308 1.9177
H 6.5687 3.5147 -0.2963
H 4.5188 3.3970 -1.6538
H 2.5465 2.1664 -0.8271

No. 2
13
Properties=species:S:1:pos:R:3 method="wB97M-V/def2-TZVPD" total_energy_ev=-19643.553 de_lowest_kcal_mol=0.0 spin_multiplicity=1 charge=+1
C 1.0307 0.7516 -1.6126
C 0.8447 -0.6425 -1.3419
O -2.1355 -0.7277 1.7092
O -0.3151 -0.8422 0.0167
O -0.1322 0.4967 2.0881
O 1.1032 -1.6634 -1.8062
P -1.2981 0.3245 0.9040
H 1.4784 1.2981 -0.6896
H 0.0450 1.1296 -1.8378
H 1.6978 0.8499 -2.4326
H -2.2273 -0.5930 2.6439
H -0.3338 -1.7418 0.3456
H 0.2422 1.3603 2.0132

No. 3
14
Properties=species:S:1:pos:R:3 method="wB97M-V/def2-TZVPD" total_energy_ev=-8723.119 de_lowest_kcal_mol=197.4 spin_multiplicity=1 charge=0
C 1.6783 -0.7018 -0.0929
C -0.9555 -1.1508 0.1860
C -1.9866 -0.1904 0.0824
C -0.0835 1.0859 -0.2753
H 2.0714 -0.1161 0.6202
H 1.9030 -1.7876 0.1637
H 2.3120 -0.7098 -1.0101
H -0.9517 -2.2090 -0.4640
H -3.1147 -0.5713 0.1358
H -2.1873 1.8705 1.1136
H 1.8031 1.7915 0.4004
N 0.2191 -0.3900 -0.3358
N -1.4927 1.0929 -0.6101
N 0.7851 1.9861 0.0861

No. 4
30
Properties=species:S:1:pos:R:3 method="wB97M-V/def2-TZVPD" total_energy_ev=-16773.134 de_lowest_kcal_mol=9.9 spin_multiplicity=2 charge=-1
O 2.0691 -2.2489 -4.0426
C 0.7265 -2.3632 -3.8564
C 0.1123 -1.3901 -2.8512
O 0.5701 -1.6537 -1.5406
C -0.1018 -0.8974 -0.5712
C 0.4474 -1.1715 0.8040
O 1.7033 -0.5528 0.9713
C 2.0554 -0.3796 2.3082
H 0.4083 -3.3849 -3.5115
H 0.1269 -2.1942 -4.7934
H -0.9931 -1.4801 -2.8781
H 0.3713 -0.3483 -3.1295
H -1.1817 -1.1384 -0.5730
H -0.0195 0.1837 -0.7822
H 0.5629 -2.2579 0.9690
H -0.2941 -0.8040 1.5367
H 3.0112 0.1524 2.3617
H 2.0993 -1.3380 2.8506
H 1.1247 0.3105 2.8280
C -1.7246 2.3452 -0.3333
O -1.7063 1.6400 0.8802
C -0.7516 2.1353 1.7848
C -0.7574 1.3560 3.0514
H -2.4644 1.8703 -0.9893
H -2.0055 3.4018 -0.1778
H -0.7362 2.3242 -0.8266
H -0.9369 3.2121 1.9892
H 0.2531 2.0763 1.3128
H -0.3269 1.8393 3.9304
H -1.6417 0.7560 3.2779

What did the first record say?
67
Properties=species:S:1:pos:R:3 method="wB97M-V/def2-TZVPD" total_energy_ev=-115499.733 de_lowest_kcal_mol=22.0 spin_multiplicity=1 charge=+3
Ce -0.9022 -0.1075 -0.6817
N -4.0353 -2.4549 -3.6181
C -2.8896 -2.5975 -2.6548
C -3.3425 -3.4036 -1.4403
C -2.1916 -3.6515 -0.4480
N -1.8396 -2.4086 0.2759
C -0.9648 -4.2347 -1.1530
C -0.5286 -3.4791 -2.4108
N 0.0974 -2.1842 -2.0584
C -1.7171 -3.2676 -3.3649
H -4.8207 -1.9499 -3.1851
H -4.3809 -3.3786 -3.9203
H -3.7380 -1.9413 -4.4592
H -2.5943 -1.5742 -2.3318
H -3.7059 -4.3803 -1.7634
H -4.1507 -2.8835 -0.9230
H -2.5451 -4.4032 0.2714
H -1.0220 -2.6358 0.8579
H -2.5989 -2.2134 0.9374
H -1.1887 -5.2645 -1.4323
H -0.1263 -4.2714 -0.4534
H 0.2007 -4.1148 -2.9314
H 0.6248 -1.8617 -2.8775
H 0.8182 -2.3995 -1.3489
H -2.0178 -4.2466 -3.7415
H -1.3883 -2.6564 -4.2073
Cl -1.0232 1.6186 -3.2993
C -2.2332 2.2162 -2.1805
C -2.7249 1.2168 -1.3315
C -3.3872 1.7319 -0.2106
Cl -3.5912 0.5582 1.0654
C -3.7212 3.0661 -0.0166
Cl -4.5245 3.5867 1.4052
C -3.3240 3.9898 -0.9963
Cl -3.7179 5.6404 -0.8142
C -2.5228 3.5707 -2.0719
Cl -1.8654 4.7154 -3.1695
O 2.1655 -2.5934 0.6261
C 2.0301 -1.4198 0.9073
N 2.7843 -0.6098 1.6740
C 2.3520 0.7823 1.5876
C 1.1203 0.6053 0.7237
O 0.2877 1.4630 0.3453
N 0.9476 -0.6803 0.4177
C 1.8746 1.3854 2.9074
C 1.7058 0.6080 4.0433
C 1.3351 1.2067 5.2373
C 1.1141 2.5729 5.2943
C 1.2381 3.3404 4.1467
C 1.6182 2.7512 2.9543
C 3.4921 1.6134 1.0212
C 4.6443 1.7031 1.7969
C 5.7521 2.3779 1.3184
C 5.7053 2.9843 0.0734
C 4.5537 2.9124 -0.6901
C 3.4463 2.2194 -0.2242
H 3.7046 -0.8679 1.9943
H 1.8866 -0.4569 4.0015
H 1.2380 0.6040 6.1274
H 0.8461 3.0374 6.2306
H 1.0591 4.4044 4.1864
H 1.7344 3.3499 2.0622
H 4.6657 1.2516 2.7789
H 6.6475 2.4308 1.9177
H 6.5687 3.5147 -0.2963
H 4.5188 3.3970 -1.6538
H 2.5465 2.1664 -0.8271